# 1
{"formula": "C34H53BrCl2F6NO5", "method": "wB97M-V/def2-TZVPD", "symbols": ["C", "C", "C", "C", "C", "C", "C", "C", "C", "C", "C", "C", "C", "C", "C", "C", "C", "C", "C", "N", "C", "C", "O", "C", "F", "F", "C", "F", "F", "C", "F", "F", "C", "O", "O", "C", "Br", "C", "C", "Cl", "C", "C", "Cl", "H", "H", "H", "H", "H", "H", "H", "H", "H", "H", "H", "H", "H", "H", "H", "H", "H", "H", "H", "H", "H", "H", "H", "H", "H", "H", "H", "H", "H", "H", "H", "H", "H", "H", "H", "H", "H", "H", "H", "H", "H", "H", "H", "C", "O", "C", "C", "O", "C", "H", "H", "H", "H", "H", "H", "H", "H", "H", "H"], "xyz": [[5.209, 0.125, 3.945], [5.263, -1.336, 4.415], [5.885, -2.307, 3.389], [4.896, -3.369, 2.891], [3.961, -2.865, 1.795], [4.638, -2.599, 0.453], [3.764, -1.749, -0.479], [4.187, -0.278, -0.554], [3.023, 0.629, -0.913], [3.384, 2.050, -1.345], [2.164, 2.833, -1.848], [1.551, 3.781, -0.819], [1.321, 3.190, 0.574], [0.002, 2.431, 0.848], [0.065, 0.973, 0.479], [-0.355, 0.570, -0.802], [-1.091, 1.377, -1.825], [-2.589, 0.973, -1.892], [-3.240, 0.851, -0.521], [-0.171, -0.713, -1.162], [0.358, -1.676, -0.380], [0.618, -3.012, -1.031], [1.719, -3.446, -1.081], [-0.497, -3.807, -1.792], [-0.143, -5.099, -1.794], [-0.461, -3.324, -3.061], [-1.967, -3.733, -1.325], [-2.289, -2.420, -1.259], [-2.736, -4.315, -2.256], [-2.265, -4.398, 0.042], [-1.197, -4.107, 0.854], [-3.354, -3.800, 0.534], [-2.516, -5.935, 0.005], [-3.615, -6.337, -0.123], [-1.439, -6.707, 0.129], [0.695, -1.350, 0.917], [1.410, -2.709, 2.003], [0.521, -0.006, 1.375], [0.779, 0.262, 2.850], [1.883, 1.607, 3.164], [-0.581, 0.347, 3.628], [-0.873, 1.631, 4.371], [-0.612, -0.997, 4.824], [5.039, 0.187, 2.868], [4.404, 0.670, 4.436], [6.142, 0.644, 4.159], [5.859, -1.368, 5.325], [4.250, -1.659, 4.655], [6.759, -2.799, 3.810], [6.225, -1.714, 2.539], [4.282, -3.665, 3.744], [5.418, -4.266, 2.556], [3.469, -1.951, 2.148], [3.184, -3.615, 1.629], [5.602, -2.113, 0.598], [4.858, -3.556, -0.022], [3.767, -2.181, -1.481], [2.729, -1.802, -0.123], [4.574, 0.010, 0.426], [4.984, -0.170, -1.289], [2.441, 0.160, -1.717], [2.358, 0.671, -0.043], [3.852, 2.574, -0.510], [4.121, 1.977, -2.145], [2.432, 3.424, -2.724], [1.441, 2.099, -2.201], [2.242, 4.616, -0.692], [0.634, 4.230, -1.209], [1.358, 4.004, 1.298], [2.158, 2.541, 0.820], [-0.813, 2.921, 0.316], [-0.231, 2.518, 1.903], [-0.627, 1.179, -2.791], [-1.029, 2.433, -1.603], [-2.712, 0.058, -2.471], [-3.104, 1.767, -2.430], [-4.307, 1.051, -0.580], [-2.830, 1.580, 0.181], [-3.112, -0.139, -0.083], [-0.469, -0.970, -2.097], [-0.641, -6.202, 0.333], [1.308, -0.592, 3.238], [-1.386, 0.113, 2.936], [-0.108, 1.825, 5.117], [-1.824, 1.519, 4.888], [-0.960, 2.487, 3.705], [-7.102, 4.906, -4.223], [-7.547, 3.592, -4.508], [-6.504, 2.667, -4.743], [-6.254, 1.785, -3.541], [-5.763, 2.524, -2.428], [-6.763, 2.814, -1.464], [-7.968, 5.475, -3.891], [-6.345, 4.914, -3.435], [-6.692, 5.382, -5.120], [-5.583, 3.188, -5.024], [-6.803, 2.034, -5.584], [-5.500, 1.035, -3.801], [-7.173, 1.258, -3.269], [-7.036, 1.915, -0.900], [-7.658, 3.229, -1.930], [-6.349, 3.549, -0.775]], "forces_ev_per_angstrom": [[-0.030, -0.157, 0.041], [0.242, 0.265, -0.305], [-0.286, 0.104, -0.030], [0.098, 0.176, 0.108], [2.313, -0.230, 0.014], [0.010, -0.203, -0.125], [0.148, 0.323, 0.082], [-0.121, -0.223, 0.146], [-0.061, 0.083, 0.091], [-0.069, -0.254, -0.088], [0.114, 0.019, -0.021], [-0.098, -0.094, 0.104], [0.048, 0.174, -0.054], [0.014, 0.015, -0.194], [-0.355, -0.214, -0.076], [0.110, -0.406, 0.080], [-0.321, -0.315, 0.084], [0.099, 0.381, 0.147], [-0.092, -0.062, 0.200], [0.042, 0.182, 0.305], [-0.226, 0.447, 0.062], [-0.461, 0.038, -0.038], [0.063, -0.894, -0.005], [-0.077, 0.000, 0.172], [0.088, 0.064, -0.175], [-0.020, 0.041, -0.050], [-0.047, -0.297, -0.171], [-0.130, 0.112, 0.026], [0.087, 0.135, 0.028], [-0.132, 0.168, -0.018], [0.046, 0.026, 0.028], [0.175, -0.073, 0.103], [0.584, 0.268, 0.092], [-0.623, -0.266, -0.165], [-0.017, -0.024, 0.093], [-0.581, 0.239, 0.497], [-4.482, 0.813, 0.063], [-0.029, -0.417, -0.274], [-0.479, -0.139, -0.091], [0.196, 0.055, 0.209], [0.197, -0.098, 0.019], [-0.167, 0.007, 0.104], [0.006, -0.057, -0.041], [-0.071, 0.011, -0.069], [0.054, 0.046, 0.072], [0.074, 0.031, -0.072], [-0.216, -0.090, 0.224], [-0.066, -0.131, 0.139], [0.068, 0.004, 0.023], [0.244, -0.074, -0.055], [0.016, -0.201, 0.084], [0.044, -0.025, -0.104], [0.879, -0.114, -0.101], [1.334, -0.145, -0.084], [0.052, 0.072, -0.005], [0.036, -0.069, 0.040], [-0.075, 0.110, -0.032], [0.712, 0.196, -0.234], [0.194, 0.180, -0.003], [0.193, 0.066, 0.071], [0.045, -0.006, -0.115], [0.244, -0.003, -0.270], [0.171, 0.067, -0.035], [0.114, 0.059, 0.017], [0.014, 0.002, -0.019], [-0.232, -0.005, -0.082], [0.066, 0.018, -0.001], [-0.074, -0.014, -0.014], [-0.037, 0.029, 0.050], [-0.001, 0.126, 0.028], [-0.044, -0.013, 0.015], [-0.005, -0.009, 0.011], [0.075, 0.267, -0.152], [0.209, 0.121, -0.067], [-0.034, -0.095, -0.012], [0.021, -0.047, -0.202], [-0.052, -0.073, -0.100], [0.024, 0.080, 0.014], [0.059, -0.058, 0.047], [-0.049, -0.011, -0.040], [0.003, -0.005, -0.019], [0.073, -0.107, 0.110], [-0.050, 0.044, -0.054], [0.078, 0.075, 0.004], [-0.031, -0.013, 0.000], [0.079, 0.034, -0.012], [-0.012, -0.010, -0.031], [0.013, -0.013, 0.090], [-0.097, 0.051, -0.077], [0.116, -0.027, 0.057], [0.020, -0.052, 0.003], [0.037, 0.038, 0.012], [-0.015, -0.005, -0.022], [0.007, 0.004, 0.004], [0.030, -0.001, 0.011], [0.019, 0.001, 0.004], [0.020, -0.002, -0.002], [-0.014, 0.002, -0.002], [-0.022, -0.008, -0.001], [-0.031, -0.005, -0.023], [-0.007, -0.001, 0.001], [0.020, -0.014, 0.002]], "spin_multiplicity": 1, "homo_energy_ev": -11.2, "fmax_ev_per_a": 4.56, "orbital_gap_ev": 6.650, "total_charge": 1}

# 2
{"formula": "C4H8BrN2", "method": "wB97M-V/def2-TZVPD", "symbols": ["C", "C", "C", "C", "N", "N", "Br", "H", "H", "H", "H", "H", "H", "H", "H"], "xyz": [[-1.721, -0.577, -0.031], [-0.335, -0.438, 0.485], [0.880, -1.175, 0.023], [1.504, 1.217, 0.004], [-2.661, 0.063, 0.529], [0.654, 0.179, -0.499], [-4.424, 0.119, -0.137], [-1.971, -1.127, -0.844], [-0.433, 0.097, 1.516], [1.741, -1.331, 0.809], [0.817, -2.028, -0.771], [1.001, 1.965, 0.470], [2.399, 0.904, 0.643], [2.127, 1.671, -0.788], [0.423, 0.461, -1.411]], "forces_ev_per_angstrom": [[-1.158, 1.144, 1.204], [-0.680, 1.094, 1.326], [0.513, -2.736, -0.016], [5.041, -0.154, -0.219], [0.464, 0.849, 1.015], [0.979, 0.153, 2.686], [1.159, -0.472, 0.042], [-0.053, -2.056, -2.849], [0.922, -0.963, -1.907], [-1.688, 0.699, -1.958], [-0.115, 1.696, 1.650], [-1.696, 2.047, 1.380], [-1.804, -0.307, -0.312], [-0.852, -0.182, -0.285], [-1.032, -0.811, -1.756]], "de_lowest_kj_mol": 439.4, "spin_multiplicity": 1, "homo_energy_ev": -13.5, "fmax_ev_per_a": 5.05, "smiles": "C[N@H+]1C[C@@H]1/C=N/Br", "orbital_gap_ev": 9.861, "total_charge": 1}